1.
{
  "formula": "C4H6OS",
  "method": "ωB97M-V/def2-TZVPD",
  "elements": ["C", "C", "C", "S", "C", "O", "H", "H", "H", "H", "H", "H"],
  "positions_angstrom": [[1.9789, 0.8955, 0.6684], [0.9044, -0.1327, 0.8428], [-0.0583, -0.2367, -0.0637], [-1.4894, -1.2038, 0.1282], [-2.7258, -0.9016, -1.1487], [-2.6155, -0.0760, -2.0095], [1.7974, 1.6718, 1.4280], [1.9825, 1.3588, -0.3518], [2.9807, 0.3258, 0.9103], [0.7890, -0.5931, 1.7557], [0.0129, 0.4672, -0.8899], [-3.5569, -1.5752, -1.2699]],
  "smiles": "C/C=C/SC=O",
  "homo_lumo_gap_ha": 0.3517,
  "e_above_lowest_kcal_mol": 38.5,
  "fmax_ha_per_bohr": 0.0495,
  "molar_mass_da": 102.16,
  "total_energy_ha": -629.3858
}

***

2.
{
  "formula": "C4H6OS",
  "method": "ωB97M-V/def2-TZVPD",
  "elements": ["O", "C", "C", "C", "C", "S", "H", "H", "H", "H", "H", "H"],
  "positions_angstrom": [[-3.0458, -0.0262, -0.5805], [-2.1257, -0.7793, 0.2035], [-0.7299, -0.2358, 0.1777], [0.4270, 0.1395, 0.2160], [1.7672, 0.6739, 0.0775], [2.9682, -0.6799, -0.2482], [-2.4976, 0.8452, -0.7747], [-2.4912, -0.7928, 1.2266], [-2.1657, -1.8066, -0.1567], [1.8441, 1.4117, -0.7473], [1.9448, 1.1722, 1.0691], [4.1045, 0.0783, -0.4630]],
  "smiles": "OCC#CCS",
  "homo_lumo_gap_ha": 0.3658,
  "e_above_lowest_kcal_mol": 63.8,
  "fmax_ha_per_bohr": 0.0759,
  "molar_mass_da": 102.16,
  "total_energy_ha": -629.3454
}

***

3.
{
  "formula": "C4H6OS",
  "method": "ωB97M-V/def2-TZVPD",
  "elements": ["C", "C", "C", "C", "S", "O", "H", "H", "H", "H", "H", "H"],
  "positions_angstrom": [[-2.5778, -0.2842, -0.4071], [-1.3656, 0.0650, 0.4578], [-0.4162, 1.2045, 0.0287], [0.6523, 0.0865, 0.0766], [2.2118, -0.1286, -0.1433], [-0.2729, -0.8562, 0.2723], [-3.0364, 0.6276, -0.8210], [-3.4036, -0.8428, 0.1667], [-2.2441, -0.8388, -1.2924], [-1.5155, 0.1048, 1.5599], [-0.5331, 1.3658, -1.0864], [-0.2293, 2.0599, 0.6517]],
  "smiles": "C[C@@H]1CC(=S)O1",
  "homo_lumo_gap_ha": 0.3475,
  "e_above_lowest_kcal_mol": 32.5,
  "fmax_ha_per_bohr": 0.0423,
  "molar_mass_da": 102.16,
  "total_energy_ha": -629.3953
}

***

4.
{
  "formula": "C4H6OS",
  "method": "ωB97M-V/def2-TZVPD",
  "elements": ["S", "C", "C", "C", "C", "O", "H", "H", "H", "H", "H", "H"],
  "positions_angstrom": [[-2.4671, -0.2550, -0.1882], [-0.8429, 0.1976, 0.5833], [0.0940, -0.9422, 0.7593], [1.0894, -0.6999, -0.0837], [1.1096, 0.6428, -0.6653], [-0.1687, 1.1431, -0.2202], [-2.6498, 0.7270, -1.1017], [-1.0509, 0.6751, 1.7383], [-0.2593, -1.8573, 1.3160], [1.9170, -1.4251, -0.2955], [1.9666, 1.0604, -0.0700], [1.2621, 0.7334, -1.7722]],
  "smiles": "S[C@H]1C=CCO1",
  "homo_lumo_gap_ha": 0.3672,
  "e_above_lowest_kcal_mol": 52.4,
  "fmax_ha_per_bohr": 0.0739,
  "molar_mass_da": 102.16,
  "total_energy_ha": -629.3637
}

***

5.
{
  "formula": "C4H6OS",
  "method": "ωB97M-V/def2-TZVPD",
  "elements": ["C", "C", "C", "S", "C", "O", "H", "H", "H", "H", "H", "H"],
  "positions_angstrom": [[1.9136, -0.6805, 0.6994], [1.0346, 0.0159, 0.0536], [1.2449, 1.5847, -0.4428], [-0.2338, -0.9401, -0.4474], [-1.7923, -0.1430, -0.0158], [-2.0628, 0.9193, 0.6568], [1.5967, -1.6426, 1.3349], [2.7531, -0.0760, 0.9428], [0.3212, 2.2824, -0.3542], [1.6687, 1.4593, -1.5911], [2.1622, 1.7251, 0.3029], [-2.6634, -0.7233, -0.4981]],
  "smiles": "C=C(C)SC=O",
  "homo_lumo_gap_ha": 0.3613,
  "e_above_lowest_kcal_mol": 73.7,
  "fmax_ha_per_bohr": 0.1124,
  "molar_mass_da": 102.16,
  "total_energy_ha": -629.3297
}

***

6.
{
  "formula": "C4H6OS",
  "method": "ωB97M-V/def2-TZVPD",
  "elements": ["O", "C", "C", "C", "S", "C", "H", "H", "H", "H", "H", "H"],
  "positions_angstrom": [[-1.2372, 2.4975, -0.0763], [-0.7088, 1.3976, 0.0597], [0.7803, 1.0053, 0.2076], [0.3837, -0.5360, 0.2706], [0.8367, -1.5075, -1.3076], [-1.1412, -0.2317, 0.1278], [1.5493, 1.4608, 0.7564], [1.2292, 1.0792, -0.7515], [0.8365, -1.1950, 1.1510], [0.9322, -2.9553, -0.5590], [-1.7382, -0.5348, 0.9047], [-1.7225, -0.4801, -0.7836]],
  "smiles": "O=C1CC(S)C1",
  "homo_lumo_gap_ha": 0.3434,
  "e_above_lowest_kcal_mol": 71.0,
  "fmax_ha_per_bohr": 0.0777,
  "molar_mass_da": 102.16,
  "total_energy_ha": -629.3341
}